DFT (the ωB97M-V functional and the def2-TZVPD basis) results for an isolated ion of composition C4H9N4 and charge +1 in a non-equilibrium geometry.

The spin multiplicity is 1. The calculation puts the LUMO energy at -2.97 eV. The relative energy (zero: lowest compared OMol25 entry of this formula, charge and spin) is 55.70 kcal/mol. As for the structure (SMILES): Cc1cn(N)c(=[NH2+])[nH]1. As for the HOMO-LUMO gap: 0.337 hartree. The strongest force on any atom comes out at 6.06 eV Å⁻¹. Its charge is +1.

Cartesian coordinates (Å):
N -2.121 -1.397 -0.019
N 0.416 1.037 0.138
N -1.953 1.615 -0.046
N -0.936 -0.774 -0.092
C 0.327 -1.161 -0.330
C 2.657 -0.020 0.009
C 1.185 -0.150 0.004
C -0.850 0.873 -0.030
H -2.598 -1.323 0.871
H -2.701 1.250 -0.591
H -2.513 -2.153 -0.528
H -1.931 2.656 0.158
H 0.765 -2.170 -0.225
H 3.080 0.492 0.922
H 3.193 0.449 -0.872
H 0.807 1.868 0.525
H 3.171 -1.092 0.106



DFT (the ωB97M-V functional and the def2-TZVPD basis) results for a 2-piece molecular cluster, C3H8O2 overall in a non-equilibrium geometry.

The spin multiplicity is 1. The calculation puts the LUMO energy at 0.23 eV. The relative energy (zero: lowest compared OMol25 entry of this formula, charge and spin) is 60.67 kcal/mol. As for the structure (SMILES): C=CCO.O. As for the HOMO-LUMO gap: 0.360 hartree. The strongest force on any atom comes out at 5.78 eV Å⁻¹. Its charge is 0.

Cartesian coordinates (Å):
O 0.462 -1.386 0.236
O -2.635 0.658 4.219
C 0.894 0.433 -2.736
C 0.809 -0.186 -0.336
C 0.664 -0.456 -1.741
H -1.807 1.150 4.608
H 0.206 0.667 0.149
H 1.904 -0.081 -0.074
H 1.357 1.485 -2.615
H -0.349 -1.309 0.716
H 0.662 0.343 -3.779
H -2.292 0.010 3.498
H 0.126 -1.328 -2.145



DFT (the ωB97M-V functional and the def2-TZVPD basis) results for a single C13H9N5S molecule in a non-equilibrium geometry.

The spin multiplicity is 1. The calculation puts the LUMO energy at -0.56 eV. The relative energy (zero: lowest compared OMol25 entry of this formula, charge and spin) is 31.98 kcal/mol. As for the structure (SMILES): N#CSc1cnc2c(cnn2Cc2ccccc2)n1. As for the HOMO-LUMO gap: 0.310 hartree. The strongest force on any atom comes out at 5.00 eV Å⁻¹. Its charge is 0.

Cartesian coordinates (Å):
S 1.684 0.551 5.776
N 1.391 1.036 1.650
N 3.753 2.669 5.773
N -0.024 -0.279 0.270
N 0.297 -0.594 3.789
N -1.070 -1.184 0.419
C -1.212 -1.373 1.711
C -0.193 -0.588 2.540
C -1.907 -0.709 -4.456
C 0.051 -1.108 -3.067
C -2.416 0.184 -3.567
C -1.647 0.485 -2.375
C 0.349 0.159 1.538
C -0.336 -0.068 -2.209
C 2.989 1.748 5.851
C 1.805 1.122 2.897
C -0.746 -1.467 -4.242
C 1.296 0.294 4.036
C 0.465 0.395 -0.992
H 0.457 1.452 -0.849
H -0.379 -2.334 -4.812
H -1.882 1.285 -1.710
H 0.975 -1.612 -2.844
H 2.595 1.814 3.066
H -1.984 -2.020 2.161
H -3.311 0.819 -3.786
H -2.544 -0.829 -5.432
H 1.543 0.154 -1.132



DFT (the ωB97M-V functional and the def2-TZVPD basis) results for C2H13N3O3 as an isolated structure in a non-equilibrium geometry.

The spin multiplicity is 1. The calculation puts the LUMO energy at 0.23 eV. The relative energy (zero: lowest compared OMol25 entry of this formula, charge and spin) is 38.60 kcal/mol. As for the HOMO-LUMO gap: 0.373 hartree. The strongest force on any atom comes out at 5.76 eV Å⁻¹. Its charge is 0.

Cartesian coordinates (Å):
O 1.462 0.795 0.243
O 2.235 3.026 -0.996
O 3.251 -1.112 0.010
N -0.809 -2.271 0.484
N -2.345 -0.506 0.784
N -0.618 -0.385 -0.848
C -1.278 -1.030 0.060
C -3.069 0.745 0.383
H -0.981 -2.376 1.427
H -2.270 1.451 0.013
H 1.318 0.529 1.155
H 0.161 -2.432 0.048
H 2.665 -0.428 0.065
H -3.759 0.607 -0.507
H 3.464 -1.144 -0.850
H -1.020 0.263 -1.540
H 0.548 0.181 -0.456
H -3.047 -1.153 1.176
H 1.300 3.202 -1.169
H 2.158 2.331 -0.276
H -3.631 1.143 1.264



DFT (the ωB97M-V functional and the def2-TZVPD basis) results for a 2-piece molecular cluster, C12H20BF5N3O4 overall.

The spin multiplicity is 1. The calculation puts the LUMO energy at -3.48 eV. As for the HOMO-LUMO gap: 0.358 hartree. The strongest force on any atom comes out at 0.68 eV Å⁻¹. Its charge is +1.

Cartesian coordinates (Å):
F 3.165 3.374 -4.241
F 1.426 3.330 -2.146
F 3.002 1.208 -4.468
F 1.249 2.479 -4.772
F 3.181 2.037 -1.870
O -0.033 -0.669 3.354
O 0.348 -2.233 4.935
O -2.876 0.956 -1.225
O 1.277 -0.309 5.161
N 0.050 -2.173 -1.970
N -3.976 -0.063 -3.123
N -1.753 -1.019 -2.245
C 0.737 0.924 -0.802
C -1.749 -2.047 -3.183
C 2.375 2.324 -4.046
C 1.110 0.979 -2.280
C -0.625 -2.764 -3.013
C -0.156 -0.284 -0.378
C -0.535 -3.124 4.251
C -0.633 -1.128 -1.503
C 2.009 2.169 -2.552
C 0.481 -1.030 4.388
C 0.311 1.940 5.104
C 1.490 1.058 4.762
B -2.881 0.009 -2.179
H -0.237 -3.239 3.211
H -0.453 -4.073 4.769
H -2.038 1.270 -0.878
H -1.009 0.075 0.190
H 0.235 1.077 -2.925
H 0.545 2.977 4.862
H 0.931 -2.487 -1.593
H 0.085 1.876 6.168
H 0.225 1.849 -0.533
H 1.727 1.088 3.698
H -1.559 -2.758 4.303
H -4.502 -0.930 -3.088
H 1.651 0.893 -0.212
H -0.257 -3.627 -3.538
H -3.673 0.052 -4.085
H 1.680 0.098 -2.583
H -2.535 -2.176 -3.903
H -0.578 1.648 4.546
H 0.395 -0.920 0.315
H 2.373 1.362 5.318



DFT (the ωB97M-V functional and the def2-TZVPD basis) results for C2H6BrHfOS as an isolated structure in a non-equilibrium geometry.

The spin multiplicity is 1. The calculation puts the LUMO energy at -17.21 eV. The relative energy (zero: lowest compared OMol25 entry of this formula, charge and spin) is 121.81 kcal/mol. As for the HOMO-LUMO gap: 0.080 hartree. The strongest force on any atom comes out at 4.11 eV Å⁻¹. Its charge is +3.

Cartesian coordinates (Å):
Hf 22.506 -24.094 14.185
Br 21.460 -26.548 15.137
S 19.209 -29.952 12.823
O 19.137 -28.640 12.060
C 19.287 -29.597 14.584
C 17.504 -30.632 12.877
H 17.214 -30.897 11.860
H 18.470 -28.959 14.921
H 19.328 -30.518 15.165
H 20.200 -29.026 14.757
H 17.380 -31.466 13.568
H 16.839 -29.822 13.176



DFT (the ωB97M-V functional and the def2-TZVPD basis) results for a 2-piece molecular cluster, C8H15N2O3P overall in a non-equilibrium geometry.

The spin multiplicity is 1. The calculation puts the LUMO energy (spin up / spin down) at 0.00 / 0.00 eV. The relative energy (zero: lowest compared OMol25 entry of this formula, charge and spin) is 96.17 kcal/mol. As for the HOMO-LUMO gap (spin up / spin down): 0.267 / 0.267 hartree. The strongest force on any atom comes out at 3.02 eV Å⁻¹. Its charge is 0.

Cartesian coordinates (Å):
P -1.729 -0.679 0.335
O -1.198 -3.255 -0.719
O -2.305 -0.033 -0.887
O -3.040 -0.716 1.412
N 0.240 0.512 -2.189
N -0.639 2.163 -0.248
C 1.039 -2.546 1.130
C 0.919 0.450 -0.962
C 2.428 0.280 -1.040
C 1.612 -1.383 0.808
C 0.241 1.214 0.026
C -1.455 2.810 0.753
C -1.949 -2.438 -0.288
C 1.742 -0.923 -0.574
H 2.119 -0.731 1.568
H 0.589 1.300 1.050
H 1.342 -1.598 -1.300
H 2.816 0.351 -2.083
H 2.941 0.831 -0.349
H 1.364 -3.016 2.140
H -1.619 2.015 1.412
H -0.799 3.486 1.267
H -0.602 -0.112 -2.217
H 0.871 0.347 -2.968
H 0.680 -3.206 0.305
H -3.760 -0.656 0.768
H -2.975 -2.600 -0.333
H -1.014 2.044 -1.144
H -2.477 3.335 0.429



DFT (the ωB97M-V functional and the def2-TZVPD basis) results for C34H85CrF9N6O15S2 as an isolated structure in a non-equilibrium geometry.

The expectation value of S² is 6.01. The spin multiplicity is 5. The calculation puts the LUMO energy (spin up / spin down) at -0.76 / -0.73 eV. As for the HOMO-LUMO gap (spin up / spin down): 0.276 / 0.284 hartree. The strongest force on any atom comes out at 7.41 eV Å⁻¹. Its charge is 0.

Cartesian coordinates (Å):
Cr -7.606 5.110 -12.627
S -9.191 2.558 -14.231
S -8.736 4.683 -15.612
F -11.445 4.023 -13.744
F -6.352 3.638 -15.830
F -3.913 7.808 -12.575
F -6.772 5.036 -17.439
F -3.200 8.261 -14.633
F -7.685 3.033 -17.498
F -11.147 2.449 -12.282
F -11.788 1.963 -14.356
F -4.955 9.124 -13.731
O -6.334 6.323 -13.961
O -6.186 5.780 -11.178
O -4.574 10.007 -20.207
O -2.497 0.043 -14.347
O 0.877 3.355 -11.488
O -8.584 1.809 -13.149
O -4.173 5.794 -14.436
O -8.666 6.161 -15.677
O -7.314 10.343 -15.320
O -0.286 6.332 -20.330
O -10.007 4.228 -16.279
O -3.230 13.606 -14.950
O -9.229 1.872 -15.495
O -1.817 1.303 -16.866
O -3.421 10.036 -10.766
N -8.440 4.188 -14.086
N 1.281 5.675 -23.777
N -5.998 3.626 -12.572
N -6.260 10.340 -10.081
N -7.907 9.585 -12.490
N -3.552 6.493 -21.092
C -4.374 12.753 -15.044
C 0.581 6.382 -22.713
C -8.288 12.016 -13.099
C -3.978 11.324 -15.508
C -4.284 8.012 -13.809
C -4.902 5.086 -10.985
C -1.564 0.685 -13.473
C -4.539 7.455 -20.680
C -2.868 1.088 -17.767
C -8.665 10.160 -14.760
C -3.470 5.477 -15.634
C -8.708 10.566 -13.239
C -6.349 6.858 -10.288
C -0.106 0.444 -13.857
C -3.935 2.791 -11.426
C -5.325 11.491 -10.185
C -5.080 6.884 -14.419
C -7.261 9.757 -16.681
C 0.578 4.677 -11.210
C -7.264 4.036 -16.703
C -0.715 6.910 -23.373
C 0.306 5.573 -21.413
C -3.790 8.845 -20.493
C -3.947 11.034 -9.848
C -0.886 4.971 -11.249
C -5.916 12.612 -9.252
C -5.093 6.868 -19.323
C -5.171 3.672 -11.423
C -5.835 10.182 -20.823
C -2.856 2.241 -18.689
C -2.799 10.583 -11.954
C -11.033 2.768 -13.609
C -2.308 4.708 -15.265
C -0.462 5.588 -19.159
H -7.317 7.309 -10.506
H -1.824 1.715 -13.229
H -5.514 5.870 -19.450
H -5.385 13.554 -9.382
H -5.719 10.331 -21.896
H -1.326 7.501 -22.691
H -1.690 0.117 -12.551
H -4.101 1.806 -11.864
H -2.930 13.550 -15.860
H -2.002 1.985 -19.316
H -2.138 -0.835 -14.498
H -2.522 3.777 -14.739
H 1.056 5.340 -11.932
H -9.350 10.725 -15.392
H 0.204 0.876 -14.808
H 0.571 0.882 -13.124
H -3.139 6.219 -16.360
H -6.253 6.640 -9.224
H -5.428 11.871 -11.202
H -1.002 4.661 -19.351
H -1.640 5.236 -14.584
H -1.100 6.235 -18.557
H -1.283 4.566 -10.319
H -4.243 5.601 -11.684
H -5.793 12.399 -8.190
H -2.668 0.221 -18.397
H -4.810 10.630 -15.392
H -5.001 13.194 -15.819
H -7.269 12.199 -13.440
H -2.618 3.191 -18.211
H -8.949 12.658 -13.681
H -6.988 12.686 -9.438
H -2.028 0.763 -16.101
H -5.617 7.595 -10.616
H -5.776 3.293 -10.599
H -8.222 12.449 -12.102
H -3.248 11.801 -9.516
H 1.780 3.278 -11.804
H -2.050 11.320 -11.665
H -6.209 2.640 -12.631
H -6.223 9.716 -17.011
H -7.753 10.117 -11.646
H 0.514 5.411 -18.707
H -5.295 7.134 -15.458
H -9.754 10.573 -12.934
H -4.154 10.577 -8.880
H -4.488 4.993 -9.981
H -3.763 1.047 -17.146
H -7.642 8.747 -16.833
H 1.324 5.373 -21.078
H -2.748 6.995 -21.443
H -5.322 7.560 -21.431
H -0.249 4.643 -21.535
H -3.279 6.173 -20.174
H -4.916 12.884 -14.108
H -3.698 11.204 -16.555
H -9.015 9.131 -14.841
H -5.916 7.551 -19.115
H 1.179 6.247 -24.603
H -4.293 6.896 -18.583
H -3.461 2.814 -10.445
H 0.993 4.888 -10.225
H -1.462 6.177 -23.677
H -5.298 3.631 -13.300
H -1.110 6.033 -11.356
H -4.020 4.737 -16.216
H -5.815 9.618 -10.629
H -7.665 10.618 -17.215
H -3.643 2.193 -19.442
H -1.752 4.420 -16.157
H -1.363 4.463 -12.087
H -3.063 10.950 -15.047
H 2.277 5.634 -23.610
H -3.265 9.059 -21.424
H -3.285 3.319 -12.124
H -7.022 9.661 -12.972
H -6.145 11.167 -20.475
H -6.355 10.063 -9.114
H -2.126 9.925 -12.505
H -3.034 8.655 -19.731
H 1.233 7.237 -22.532
H -6.511 9.422 -20.431
H 0.153 -0.615 -13.827
H -3.570 10.997 -12.603
H -0.640 7.448 -24.318



DFT (the ωB97M-V functional and the def2-TZVPD basis) results for an isolated ion of composition HINO and charge -1 in a non-equilibrium geometry.

The spin multiplicity is 1. The calculation puts the LUMO energy (spin up / spin down) at 3.82 / 3.82 eV. The relative energy (zero: lowest compared OMol25 entry of this formula, charge and spin) is 12.42 kcal/mol. As for the structure (SMILES): [O-]NI. As for the HOMO-LUMO gap (spin up / spin down): 0.255 / 0.255 hartree. The strongest force on any atom comes out at 3.06 eV Å⁻¹. Its charge is -1.

Cartesian coordinates (Å):
I 1.955 0.543 0.063
O -0.872 -1.188 0.221
N -0.388 -0.169 -0.381
H -0.696 0.814 0.098



DFT (the ωB97M-V functional and the def2-TZVPD basis) results for a single C4H7NO molecule in a non-equilibrium geometry.

The spin multiplicity is 1. The calculation puts the LUMO energy at 0.93 eV. The relative energy (zero: lowest compared OMol25 entry of this formula, charge and spin) is 48.47 kcal/mol. As for the structure (SMILES): [H]/N=C1/CCCO1. As for the HOMO-LUMO gap: 0.394 hartree. The strongest force on any atom comes out at 3.63 eV Å⁻¹. Its charge is 0.

Cartesian coordinates (Å):
O 0.602 1.072 -0.518
N 2.429 -0.073 0.416
C 0.048 -0.852 0.581
C -0.812 0.909 -0.415
C 1.198 0.012 0.141
C -1.011 -0.592 -0.480
H -2.006 -0.866 -0.128
H -1.105 1.090 0.756
H 0.304 -1.901 0.823
H -1.290 1.535 -1.193
H -0.450 -0.065 1.397
H -0.836 -1.019 -1.474
H 2.919 0.788 0.162



DFT (the ωB97M-V functional and the def2-TZVPD basis) results for a 3-piece molecular cluster, C4H16NO3 overall in a non-equilibrium geometry.

The spin multiplicity is 1. The calculation puts the LUMO energy at -2.55 eV. The relative energy (zero: lowest compared OMol25 entry of this formula, charge and spin) is 22.05 kcal/mol. As for the HOMO-LUMO gap: 0.450 hartree. The strongest force on any atom comes out at 2.61 eV Å⁻¹. Its charge is +1.

Cartesian coordinates (Å):
O -1.888 -0.293 3.839
O 2.725 -1.058 -1.974
O -0.591 -1.358 -1.984
N 0.553 -0.374 0.143
C 0.511 -0.348 1.625
C -0.859 0.027 -1.913
C -0.251 1.916 -0.449
C -0.652 0.477 -0.462
H -1.404 0.182 0.279
H -0.441 2.343 0.518
H 0.851 2.117 -0.708
H 1.385 0.055 -0.295
H 2.426 -1.397 -2.824
H -0.831 2.472 -1.192
H -0.116 0.588 -2.511
H -1.746 0.649 3.964
H 3.680 -1.152 -1.926
H 1.139 0.439 2.037
H -1.898 0.211 -2.192
H 0.391 -1.328 -0.187
H -1.264 -1.840 -2.473
H 0.844 -1.343 1.908
H -0.508 -0.283 2.085
H -2.053 -0.705 4.692



DFT (the ωB97M-V functional and the def2-TZVPD basis) results for a 2-piece molecular cluster, C2HBr3N2O overall in a non-equilibrium geometry.

The spin multiplicity is 1. The calculation puts the LUMO energy at -1.50 eV. The relative energy (zero: lowest compared OMol25 entry of this formula, charge and spin) is 0.00 kcal/mol. As for the structure (SMILES): Brc1conn1.BrBr. As for the HOMO-LUMO gap: 0.319 hartree. The strongest force on any atom comes out at 3.04 eV Å⁻¹. Its charge is 0.

Cartesian coordinates (Å):
Br 1.700 2.826 -0.106
Br 4.245 -0.141 0.674
Br 3.046 -0.955 -1.078
O -1.134 0.033 0.686
N -0.223 0.953 -1.002
N -1.103 0.126 -0.643
C -0.132 0.860 1.151
C 0.442 1.409 0.070
H 0.209 0.843 2.277